(1)
Density functional theory data (ωB97M-V/def2-TZVPD) for C13H8AlN3O8 as an isolated structure in a non-equilibrium geometry.

Its energy above the lowest of the compared OMol25 structures with the same formula, charge and spin is 3.65 kcal per mole. As for the HOMO energy: -8.494 eV. For the LUMO energy, the calculation gives -1.449 eV.

```
33
Properties=species:S:1:pos:R:3:mulliken_charge:R:1
Al 0.07823 0.87018 0.78008 0.007
C 0.93980 -2.84952 0.76868 -1.252
C -0.29521 -2.19637 1.28139 0.354
N -0.58699 -0.90678 1.20982 0.215
C -1.81135 -0.71837 1.83358 0.236
C -2.26530 -1.90796 2.28375 0.049
N -1.30335 -2.81676 1.91610 -0.020
C -3.47835 -2.36809 3.01100 0.470
O -4.35758 -1.44596 3.34331 -0.513
O -3.60353 -3.54314 3.23647 -0.575
C -2.30043 0.68175 1.93229 0.775
O -3.35485 0.96922 2.44896 -0.704
O -1.42858 1.53055 1.42363 -0.312
H 1.48829 -2.15623 0.13701 0.243
H 0.70053 -3.74293 0.19309 0.399
H 1.58685 -3.13716 1.59872 0.315
H -1.38396 -3.80184 2.12890 0.242
H -4.07199 -0.53581 3.07360 0.437
O 3.02766 2.42129 -5.43743 -0.650
C 2.51016 2.85610 -4.42995 0.199
O 2.33687 4.01828 -3.94066 -0.578
C 1.85528 2.15072 -3.27413 0.817
C 0.46001 1.91094 -3.25355 -0.777
C -0.14991 1.51586 -2.10744 -0.128
N 0.53396 1.28913 -0.95986 0.070
C 1.90128 1.45147 -0.98687 0.283
C 2.57701 1.84324 -2.09051 -0.471
C 2.59435 1.16070 0.33375 0.275
O 3.77925 1.12894 0.46210 -0.566
O 1.71234 0.97540 1.34303 -0.278
H -0.12451 2.06613 -4.14985 0.427
H -1.21948 1.34976 -2.06111 0.465
H 3.65349 1.93727 -2.04790 0.546
```

=====

(2)
Density functional theory data (ωB97M-V/def2-TZVPD) for C13H8ClCuNO4S as an isolated structure.

The multiplicity is 2. As for the HOMO energy (spin up / spin down): -9.190 / -9.144 eV. For the LUMO energy (spin up / spin down), the calculation gives -0.759 / -1.443 eV.

```
29
Properties=species:S:1:pos:R:3:mulliken_charge:R:1
Cu -0.88533 -1.33188 -0.06701 -0.791
O -3.09237 -4.25890 0.28212 -0.602
Cl -2.63126 -3.09845 0.95309 1.972
O -3.19204 -2.95091 2.24978 -0.593
O -1.14778 -3.10593 1.04017 -0.610
O -2.90784 -1.88646 0.13885 -0.610
S 1.66843 2.19952 -0.26766 -0.321
C 0.92872 2.30395 1.30320 0.637
C 1.09339 3.27437 2.28542 -0.589
C 0.38239 3.12866 3.46095 -0.461
C -0.47546 2.03924 3.65535 -0.652
C -0.63840 1.07713 2.68087 -0.450
C 0.07465 1.21630 1.49298 0.138
N 0.03555 0.35250 0.41013 -0.531
C 0.80895 0.73602 -0.57043 1.797
C 0.87555 -0.06977 -1.78712 0.645
C 1.66633 0.25420 -2.88576 -0.577
C 1.65424 -0.57855 -3.99189 -0.687
C 0.85861 -1.71853 -3.99227 -0.608
C 0.06917 -2.03893 -2.89055 -0.105
C 0.07160 -1.21724 -1.77896 -0.224
H 1.75632 4.11535 2.13314 0.403
H 0.49104 3.86883 4.24209 0.378
H -1.01968 1.95178 4.58590 0.396
H -1.30042 0.23154 2.82295 0.439
H 2.28371 1.14597 -2.87737 0.356
H 2.26302 -0.34129 -4.85396 0.392
H 0.85203 -2.36600 -4.86014 0.390
H -0.54313 -2.93252 -2.91387 0.465
```

=====

(3)
Density functional theory data (ωB97M-V/def2-TZVPD) for C13H8F6N2O4PtS5 as an isolated structure in a non-equilibrium geometry.

Its energy above the lowest of the compared OMol25 structures with the same formula, charge and spin is 132.84 kcal per mole. As for the HOMO energy (spin up / spin down): -7.936 / -7.936 eV. For the LUMO energy (spin up / spin down), the calculation gives -3.731 / -3.730 eV.

```
39
Properties=species:S:1:pos:R:3:mulliken_charge:R:1
Pt -0.62825 0.21961 0.32919 1.715
F 1.05665 2.15951 1.07439 -0.324
C 1.06435 1.87861 3.46469 0.733
F 1.19485 3.19691 3.36319 -0.199
F 1.76385 1.48751 4.53159 -0.211
S -0.72305 1.31741 3.63799 0.886
O -1.31115 1.34441 2.31689 -0.684
O -1.27795 2.20831 4.59599 -0.636
N -0.44895 -0.13359 4.17259 -0.316
S -0.90535 -1.44959 3.45949 0.868
O -0.87835 -1.40219 2.01159 -0.610
O -2.00775 -2.11229 4.05639 -0.543
C 0.61525 -2.50979 3.79779 0.645
F 1.02015 -2.48039 5.05869 -0.230
F 1.62355 -2.04299 3.04009 -0.213
F 0.41945 -3.77999 3.45289 -0.207
S -1.48645 1.86101 -1.24971 -0.346
C -2.20245 0.84261 -2.45441 0.604
C -2.83135 1.48241 -3.53731 -0.699
C -3.42115 0.76451 -4.54811 -0.603
C -3.42035 -0.63379 -4.50491 -0.597
C -2.81675 -1.28409 -3.45611 -0.719
C -2.18745 -0.57489 -2.42021 0.613
S -1.41775 -1.51449 -1.18421 -0.265
H -2.83955 2.55961 -3.55261 0.382
H -3.88765 1.27711 -5.37481 0.364
H -3.89285 -1.19839 -5.29251 0.366
H -2.81265 -2.36119 -3.40391 0.372
S 1.65095 0.74731 1.87649 -0.199
C 2.41325 0.39911 0.18319 0.586
C 3.76195 0.24711 -0.06621 -0.554
C 4.14815 -0.07669 -1.36031 -0.383
C 3.17575 -0.21039 -2.33881 -0.792
C 1.84365 -0.04499 -1.98951 -0.164
N 1.48325 0.23121 -0.74301 -0.377
H 4.47705 0.38141 0.72769 0.458
H 5.19085 -0.21869 -1.59691 0.432
H 3.44155 -0.43799 -3.35811 0.412
H 1.05285 -0.13919 -2.71931 0.432
```

=====

(4)
Density functional theory data (ωB97M-V/def2-TZVPD) for C13H8N3O10SSe4Ta as an isolated structure.

Its energy above the lowest of the compared OMol25 structures with the same formula, charge and spin is 0.00 kcal per mole. As for the HOMO energy: -9.016 eV. For the LUMO energy, the calculation gives -1.699 eV.

```
40
Properties=species:S:1:pos:R:3:mulliken_charge:R:1
Ta 1.90450 -1.86131 -0.51830 1.671
O -1.21140 -4.25721 -0.22777 -0.568
C -0.80043 -3.13508 -0.18512 -0.075
O 0.19018 -2.68724 -0.98630 -0.209
C -1.35199 -2.07708 0.70415 0.871
C -2.68257 -2.14680 1.07405 -0.648
C -3.21557 -1.12632 1.83672 -0.466
C -2.45828 -0.04500 2.23854 -0.451
C -1.12029 -0.00633 1.89942 -0.321
C -0.52501 -1.02695 1.13683 0.971
O 0.76218 -1.00627 0.85134 -0.673
N -0.35540 1.16010 2.35471 1.094
O 0.84606 1.07340 2.45270 -0.576
O -0.98740 2.19634 2.49673 -0.618
N -4.63473 -1.18020 2.22767 1.044
O -5.06292 -0.26474 2.89987 -0.616
O -5.27353 -2.14456 1.86484 -0.612
H -3.28953 -2.98333 0.75812 0.617
H -2.89890 0.75237 2.81726 0.641
Se 2.47801 -4.17336 0.27763 -0.172
Se 4.72292 -3.68834 0.76086 -0.082
Se 4.70881 -1.84127 -0.66770 -0.101
Se 3.55075 -0.21862 0.54387 -0.142
N 0.37446 4.09780 0.33156 -0.515
C 0.63833 3.07584 -0.53969 0.525
C 1.87818 2.99795 -1.19310 -0.779
C 2.13705 1.98562 -2.08877 -0.630
C 1.16263 1.02616 -2.34752 -0.316
C -0.08203 1.09663 -1.72783 -0.231
C -0.34457 2.11748 -0.83674 -0.394
S 1.52578 -0.30756 -3.41238 1.388
O 0.32165 -0.85229 -3.94210 -0.643
O 2.63380 0.02054 -4.24480 -0.688
O 2.08857 -1.38051 -2.35697 -0.635
H 1.16178 4.62302 0.67064 0.224
H -0.34852 3.94597 1.01712 0.236
H 2.63503 3.74505 -0.98836 0.327
H 3.09150 1.92576 -2.59437 0.490
H -0.84503 0.36762 -1.97501 0.531
H -1.32407 2.20270 -0.38179 0.532
```